Record 1
{"formula": "C23H26N2O2", "method": "the ωB97M-V functional and the def2-TZVPD basis", "symbols": ["C", "H", "O", "C", "C", "C", "C", "C", "C", "N", "C", "O", "C", "N", "C", "C", "C", "C", "C", "C", "C", "C", "C", "C", "H", "H", "H", "H", "H", "H", "H", "H", "H", "H", "H", "H", "C", "C", "H", "H", "H", "C", "H", "H", "H", "C", "H", "H", "H", "H", "H", "H", "H"], "xyz": [[1.56537, 2.10552, -2.00338], [1.51795, 2.83449, -1.18866], [1.10049, 0.84581, -1.58912], [-0.19694, 0.74691, -1.14876], [-1.11554, 1.77750, -1.11268], [-2.40751, 1.55658, -0.65251], [-2.81816, 0.30689, -0.21942], [-1.88746, -0.72997, -0.25506], [-0.59719, -0.52669, -0.70471], [0.38016, -1.52859, -0.72348], [0.34346, -2.76771, -0.17652], [-0.64160, -3.31372, 0.27424], [1.74355, -3.39591, -0.09700], [2.58813, -2.58910, 0.76539], [3.20699, -1.44531, 0.26440], [4.08208, -1.56090, -0.79724], [4.79851, -0.45942, -1.26883], [4.65116, 0.76748, -0.68338], [3.74331, 0.94426, 0.37983], [3.53404, 2.21482, 0.95675], [2.59824, 2.40089, 1.93387], [1.82630, 1.31841, 2.37679], [2.02779, 0.06841, 1.86033], [2.99444, -0.16364, 0.85974], [1.40398, -0.74100, 2.21468], [1.06577, 1.47713, 3.12704], [2.43733, 3.38005, 2.36124], [4.12490, 3.04555, 0.59638], [5.21660, 1.61910, -1.03332], [5.48311, -0.59335, -2.09371], [4.23526, -2.52721, -1.25418], [2.14459, -2.43919, 1.66269], [1.65207, -4.39757, 0.32976], [2.18855, -3.46756, -1.09025], [1.27264, -1.18826, -1.06234], [-2.15122, -1.71977, 0.07554], [-4.22014, 0.01542, 0.29078], [-5.12507, 1.25011, 0.26209], [-6.11211, 0.98451, 0.63514], [-5.23943, 1.62750, -0.75144], [-4.72884, 2.04091, 0.89488], [-4.12942, -0.48286, 1.73975], [-3.54057, -1.39290, 1.80613], [-5.12454, -0.68998, 2.12773], [-3.66378, 0.27326, 2.36876], [-4.85570, -1.06871, -0.59038], [-4.28475, -1.99159, -0.55176], [-5.86868, -1.27866, -0.25355], [-4.89761, -0.73524, -1.62529], [-3.08377, 2.39513, -0.64484], [-0.84233, 2.76845, -1.43940], [1.00064, 2.47735, -2.86433], [2.60496, 1.95233, -2.28838]], "forces_ev_per_a": [[0.1, 0.3, -0.1], [0.0, 0.0, 0.0], [-0.5, -0.4, 0.2], [0.0, 0.0, 0.0], [0.4, 0.0, -0.1], [-0.2, -0.1, 0.1], [0.1, 0.3, -0.1], [0.1, 0.0, 0.0], [-0.1, 0.1, 0.0], [0.2, 0.4, -0.4], [0.4, -0.3, -0.1], [-0.2, -0.1, 0.1], [-0.3, -0.1, 0.1], [-0.1, -0.1, 0.5], [0.6, 0.1, -0.2], [-0.4, -0.1, 0.3], [0.0, 0.4, -0.1], [0.2, -0.1, -0.2], [-0.1, -0.3, 0.1], [-0.1, 0.1, 0.1], [0.2, 0.2, -0.2], [-0.1, -0.3, 0.1], [-0.2, 0.0, 0.2], [0.2, 0.1, -0.2], [-0.1, 0.0, 0.0], [-0.1, 0.0, 0.1], [0.0, 0.1, 0.0], [0.0, 0.1, 0.0], [0.1, 0.1, 0.0], [0.1, 0.0, -0.1], [0.0, -0.1, 0.0], [0.1, 0.0, -0.1], [-0.1, 0.1, -0.2], [0.0, 0.0, 0.1], [-0.1, -0.2, 0.1], [0.0, -0.1, 0.0], [-0.2, 0.0, 0.1], [0.2, -0.2, 0.0], [-0.1, 0.0, 0.0], [0.0, 0.1, -0.1], [0.0, 0.1, 0.0], [0.0, 0.1, -0.2], [0.1, -0.1, 0.0], [-0.1, 0.0, 0.1], [0.0, 0.1, 0.1], [0.1, 0.1, 0.1], [0.1, -0.1, 0.0], [-0.1, -0.1, 0.0], [0.0, 0.0, -0.1], [-0.1, 0.1, 0.0], [0.1, 0.1, 0.0], [0.0, 0.0, 0.0], [-0.1, 0.1, 0.0]], "nbo_charge": [-0.248, 0.183, -0.520, 0.241, -0.243, -0.231, -0.009, -0.258, 0.182, -0.634, 0.660, -0.607, -0.301, -0.601, 0.164, -0.272, -0.191, -0.219, -0.061, -0.191, -0.210, -0.211, -0.204, -0.020, 0.203, 0.217, 0.215, 0.211, 0.210, 0.215, 0.215, 0.378, 0.227, 0.213, 0.429, 0.250, -0.074, -0.604, 0.211, 0.208, 0.208, -0.595, 0.213, 0.204, 0.208, -0.595, 0.212, 0.204, 0.210, 0.212, 0.213, 0.177, 0.205], "spin_multiplicity": 1, "gap_ev": 8.3, "e_homo_ev": -7.81, "lumo_energy_ev": 0.443, "total_energy_ha": -1152.062102, "e_above_lowest_ev": 1.4670}

Record 2
{"formula": "C23H26N2O4", "method": "the ωB97M-V functional and the def2-TZVPD basis", "symbols": ["C", "H", "H", "C", "C", "H", "H", "C", "C", "C", "C", "O", "O", "C", "C", "C", "C", "C", "C", "O", "C", "C", "H", "H", "H", "C", "O", "N", "H", "C", "C", "N", "C", "C", "C", "C", "H", "H", "H", "H", "H", "H", "H", "H", "C", "H", "H", "H", "H", "H", "H", "H", "H", "H", "H"], "xyz": [[0.94775, 1.95359, 3.31666], [2.01865, 1.76784, 3.26021], [0.47103, 1.07164, 3.73863], [0.38400, 2.25405, 1.93336], [0.60324, 1.08315, 0.97979], [1.67241, 0.86879, 0.92267], [0.10857, 0.19600, 1.37623], [0.09429, 1.37357, -0.43868], [-1.39409, 1.53204, -0.47522], [-1.90393, 2.78556, -0.55020], [-3.31524, 3.08057, -0.53380], [-3.81027, 4.17910, -0.60307], [-4.14751, 2.00046, -0.41597], [-3.68513, 0.73418, -0.35487], [-4.67035, -0.24376, -0.24431], [-4.31876, -1.57385, -0.18275], [-2.96921, -1.91554, -0.24840], [-1.97081, -0.96296, -0.35541], [-2.31282, 0.41735, -0.39518], [-0.65329, -1.28489, -0.43745], [-0.21976, -2.61272, -0.16972], [-0.23873, -3.48783, -1.42479], [-1.24650, -3.57487, -1.82407], [0.39748, -3.05207, -2.19134], [0.13278, -4.47899, -1.17876], [1.21952, -2.52819, 0.36956], [1.56347, -3.11493, 1.37378], [2.04177, -1.80237, -0.39938], [1.68749, -1.23745, -1.15954], [3.39938, -1.50197, -0.01807], [3.78238, -0.12396, -0.48725], [3.05886, 0.37907, -1.47956], [3.35539, 1.58245, -1.93921], [4.39060, 2.35268, -1.43689], [5.15152, 1.82825, -0.40229], [4.84643, 0.56810, 0.08226], [5.41246, 0.12709, 0.88813], [5.96715, 2.39494, 0.02224], [4.59456, 3.33188, -1.83967], [2.72826, 1.93768, -2.74641], [3.48880, -1.59422, 1.06895], [4.08579, -2.23355, -0.46913], [-0.82403, -3.06264, 0.62696], [-2.72070, -2.96371, -0.21607], [-5.34938, -2.65133, -0.06231], [-6.34757, -2.22771, -0.00390], [-5.16912, -3.24888, 0.83004], [-5.30234, -3.31747, -0.92280], [-5.69978, 0.07361, -0.21113], [-1.25756, 3.64671, -0.61503], [0.55498, 2.30062, -0.78665], [0.40215, 0.57068, -1.10464], [-0.68376, 2.46775, 2.01481], [0.87058, 3.14560, 1.53009], [0.77887, 2.79084, 3.98955]], "forces_ev_per_a": [[-0.1, 0.1, -0.2], [0.1, 0.0, 0.1], [0.0, -0.1, 0.1], [0.1, -0.3, 0.1], [-0.1, 0.3, 0.0], [0.0, -0.1, 0.0], [0.0, -0.1, 0.0], [0.2, -0.2, 0.1], [0.0, 0.7, -0.2], [0.3, -0.4, 0.0], [-0.1, 0.7, 0.0], [0.1, -0.4, 0.0], [-0.2, 0.1, 0.0], [0.4, -0.8, 0.0], [0.0, 0.1, 0.0], [0.1, 0.4, 0.0], [0.3, -0.2, 0.0], [-0.5, 0.1, 0.0], [-0.4, -0.1, 0.0], [-0.1, 0.2, -0.1], [0.1, -0.6, 0.1], [-0.2, 0.3, 0.2], [-0.1, 0.0, 0.0], [0.1, 0.0, -0.1], [0.0, -0.1, 0.0], [-0.6, 0.1, -0.2], [0.1, -0.2, 0.3], [0.3, 0.4, -0.3], [-0.1, -0.1, 0.1], [0.1, -0.3, 0.2], [0.1, 0.1, 0.1], [-0.1, -0.4, 0.0], [0.1, 0.4, -0.1], [0.0, -0.1, 0.0], [-0.1, -0.1, 0.0], [-0.1, 0.0, -0.1], [0.0, 0.0, 0.1], [0.1, 0.0, 0.0], [0.0, 0.1, -0.1], [0.0, 0.1, -0.1], [0.0, 0.0, -0.1], [0.0, 0.1, 0.1], [0.2, 0.2, -0.1], [0.1, -0.1, 0.0], [0.0, 0.0, 0.0], [-0.1, 0.0, 0.0], [0.0, -0.1, 0.1], [0.0, -0.1, 0.0], [-0.1, 0.0, 0.0], [0.1, 0.0, 0.0], [0.0, 0.0, 0.0], [0.0, 0.2, 0.0], [0.0, 0.1, 0.0], [-0.1, 0.1, -0.1], [0.0, 0.0, 0.1]], "nbo_charge": [-0.598, 0.197, 0.204, -0.399, -0.385, 0.203, 0.205, -0.433, 0.103, -0.354, 0.737, -0.571, -0.455, 0.361, -0.284, 0.060, -0.341, 0.364, -0.167, -0.512, 0.020, -0.631, 0.219, 0.217, 0.229, 0.667, -0.619, -0.620, 0.430, -0.258, 0.211, -0.468, 0.053, -0.264, -0.154, -0.247, 0.223, 0.222, 0.225, 0.198, 0.237, 0.212, 0.209, 0.215, -0.633, 0.221, 0.224, 0.223, 0.227, 0.229, 0.207, 0.238, 0.202, 0.191, 0.209], "spin_multiplicity": 1, "gap_ev": 8.8, "e_homo_ev": -8.51, "lumo_energy_ev": 0.316, "total_energy_ha": -1302.555769, "e_above_lowest_ev": 1.5890}

Record 3
{"formula": "C23H26N4O4S", "method": "the ωB97M-V functional and the def2-TZVPD basis", "symbols": ["C", "C", "H", "H", "O", "C", "O", "C", "N", "C", "O", "C", "H", "H", "S", "C", "N", "N", "C", "O", "C", "N", "C", "C", "C", "C", "C", "C", "C", "H", "H", "H", "H", "C", "H", "H", "H", "H", "H", "H", "H", "H", "C", "C", "C", "C", "C", "C", "H", "H", "H", "H", "H", "H", "H", "H", "H", "H"], "xyz": [[-0.70907, -3.92283, -1.40935], [-0.33905, -3.40249, -0.02817], [-0.60158, -4.12143, 0.74934], [-0.82800, -2.44349, 0.17324], [1.07609, -3.22071, 0.12088], [1.62024, -2.15607, -0.42574], [1.05071, -1.36594, -1.13957], [3.08924, -2.00871, -0.01830], [3.29118, -0.69510, 0.57193], [2.74626, -0.50385, 1.80440], [2.33504, -1.42594, 2.47162], [2.63393, 0.92476, 2.32166], [3.59854, 1.33715, 2.61248], [1.96546, 0.90262, 3.18227], [1.96285, 2.09311, 1.09534], [0.58026, 1.18197, 0.60792], [-0.02059, 0.23888, 1.25878], [-1.02661, -0.18316, 0.46464], [-0.98841, 0.51887, -0.61909], [0.01280, 1.42649, -0.59256], [-1.87106, 0.36105, -1.81014], [-3.03556, -0.43931, -1.52178], [-4.10963, 0.14795, -0.83508], [-4.67126, 1.33254, -1.30022], [-5.77636, 1.88836, -0.68365], [-6.36089, 1.27007, 0.40994], [-5.80200, 0.08211, 0.86535], [-4.68991, -0.48917, 0.27131], [-4.10333, -1.75547, 0.82587], [-4.16849, -2.56990, 0.10320], [-4.64070, -2.05622, 1.72135], [-3.05644, -1.60097, 1.08910], [-6.24568, -0.40740, 1.72173], [-7.56304, 1.85116, 1.09232], [-7.84842, 2.79656, 0.63772], [-8.40731, 1.16550, 1.02445], [-7.35713, 2.02110, 2.14856], [-6.18878, 2.81153, -1.06542], [-4.24875, 1.82252, -2.16508], [-2.75656, -1.31090, -1.09000], [-1.28468, -0.13222, -2.59549], [-2.15970, 1.34950, -2.17326], [3.98307, 0.28307, -0.18310], [5.10689, 0.90171, 0.35308], [5.79597, 1.84171, -0.39120], [5.38180, 2.15477, -1.67464], [4.27837, 1.51810, -2.21782], [3.57982, 0.58064, -1.48006], [2.70895, 0.09238, -1.89060], [3.95554, 1.75533, -3.22030], [5.92165, 2.88950, -2.25229], [6.66526, 2.32323, 0.03084], [5.44324, 0.63569, 1.34436], [3.32421, -2.78006, 0.71932], [3.73052, -2.10478, -0.89562], [-0.45220, -3.19014, -2.17024], [-1.77809, -4.11156, -1.45036], [-0.17943, -4.84943, -1.61864]], "forces_ev_per_a": [[0.3, 0.1, 0.3], [-0.6, 0.1, -0.3], [0.0, 0.1, -0.1], [0.1, -0.2, 0.1], [0.1, -0.4, 0.2], [0.4, 0.2, -0.1], [0.0, -0.1, -0.1], [-0.2, -0.2, 0.2], [0.1, -0.3, -0.5], [0.1, 0.2, 0.5], [0.0, -0.1, 0.1], [-0.5, 0.1, -0.1], [0.0, 0.0, 0.0], [0.2, -0.1, -0.1], [0.2, 0.4, 0.2], [-0.1, -0.4, 0.5], [1.1, 0.7, 0.6], [-1.1, -0.1, -1.1], [-0.3, -0.3, 0.6], [0.1, 0.1, -0.2], [0.2, 0.1, -0.2], [0.2, -0.4, 0.0], [-0.4, 0.2, 0.1], [0.2, -0.1, 0.0], [0.0, 0.0, 0.1], [0.0, 0.0, 0.0], [0.0, 0.2, -0.2], [0.1, 0.0, 0.0], [0.0, 0.1, 0.0], [0.0, -0.1, 0.0], [0.0, -0.1, 0.0], [0.1, -0.1, 0.0], [0.0, -0.1, 0.1], [0.0, -0.1, 0.0], [-0.1, 0.1, 0.0], [-0.1, 0.0, 0.0], [-0.1, 0.1, 0.1], [-0.1, 0.1, 0.0], [0.0, 0.0, -0.1], [0.0, 0.1, 0.0], [-0.1, 0.2, 0.0], [0.0, -0.1, -0.1], [0.4, 0.2, -0.2], [-0.1, -0.1, -0.1], [0.0, 0.1, 0.0], [0.1, 0.1, 0.0], [0.0, -0.1, 0.0], [0.0, -0.1, 0.0], [-0.1, 0.0, 0.0], [0.0, 0.0, -0.1], [0.1, 0.1, -0.1], [0.1, 0.0, 0.0], [0.0, -0.1, 0.1], [0.0, 0.1, -0.2], [-0.1, 0.0, 0.1], [0.0, 0.0, -0.1], [-0.1, -0.1, 0.0], [0.0, -0.1, -0.1]], "nbo_charge": [-0.641, -0.091, 0.196, 0.219, -0.482, 0.813, -0.644, -0.314, -0.491, 0.690, -0.584, -0.618, 0.252, 0.269, 0.308, 0.279, -0.323, -0.330, 0.482, -0.413, -0.272, -0.615, 0.223, -0.257, -0.209, -0.041, -0.190, -0.056, -0.654, 0.205, 0.221, 0.244, 0.201, -0.622, 0.212, 0.215, 0.216, 0.206, 0.202, 0.381, 0.231, 0.225, 0.245, -0.272, -0.190, -0.220, -0.196, -0.253, 0.246, 0.217, 0.216, 0.216, 0.216, 0.249, 0.234, 0.222, 0.217, 0.212], "spin_multiplicity": 1, "gap_ev": 8.4, "e_homo_ev": -7.80, "lumo_energy_ev": 0.606, "total_energy_ha": -1810.231409, "e_above_lowest_ev": 1.8725}

| no. | M (g/mol) |
| --- | --- |
| 1 | 362.47 |
| 2 | 394.47 |
| 3 | 454.55 |